[1]
Here is a cluster of 3 separate species, C19H51BrN3O5P2 in total at a distorted geometry from the OMol25 dataset. Energies are from ωB97M-V/def2-TZVPD.

The geometry in XYZ format:
```
81
Properties=species:S:1:pos:R:3
C -0.32052 -1.27667 0.21484
C 1.18584 -1.68644 -0.33342
C 2.14065 -2.37096 0.85228
C 3.69255 -2.07712 0.41180
N 4.52930 -1.35748 1.44593
P 4.18201 0.39613 1.51729
P 5.24844 0.82730 -0.34326
O 6.76553 0.31343 -0.35700
C 3.87392 2.25306 1.84027
Br 3.99915 2.57965 3.85054
C 2.39329 2.80183 1.40066
C 2.61600 4.26905 0.62956
H -0.83085 -2.26578 0.57650
H -0.30032 -0.41189 1.00414
H -0.89354 -0.83475 -0.73465
H 1.66895 -0.67405 -0.72032
H 1.15290 -2.40030 -1.28558
H 1.86898 -3.52238 0.86880
H 1.98222 -1.88550 1.90750
H 4.20232 -3.14618 0.26163
H 3.67844 -1.58063 -0.64832
H 4.43530 -1.79599 2.40257
H 2.97532 0.28799 0.73834
H 3.48153 0.12970 2.78129
H 5.46568 0.55434 2.20785
H 4.52522 0.24849 -1.48087
H 5.33323 2.26178 -0.64330
H 4.77966 2.84272 1.38473
H 1.81888 2.13230 0.63227
H 1.72448 3.00242 2.34380
H 2.11225 5.11076 1.28514
H 3.74450 4.51107 0.43455
H 2.05781 4.22353 -0.40361
C -1.39985 6.07729 -5.24622
O -1.45815 4.72165 -5.66578
C -0.41459 4.36182 -6.58385
C 0.61673 3.44154 -5.90676
N 1.41558 4.16796 -4.91730
C 2.19140 3.30359 -4.01938
C 1.41884 2.29187 -3.14800
O 0.62353 2.88754 -2.11995
C -0.63946 3.37001 -2.55629
H -2.34282 6.31826 -4.74554
H -0.59150 6.23171 -4.53009
H -1.27981 6.75482 -6.09732
H 0.05997 5.23923 -7.03487
H -0.89721 3.80116 -7.39102
H 1.28220 3.02442 -6.67226
H 0.06497 2.61625 -5.44887
H 0.79773 4.74056 -4.34603
H 2.74978 3.96850 -3.35146
H 2.93691 2.76181 -4.61661
H 2.16652 1.68522 -2.62361
H 0.82691 1.58397 -3.73630
H -1.07109 2.75582 -3.35132
H -0.54758 4.40854 -2.87564
H -1.32327 3.35655 -1.70307
C -6.91395 -3.90144 3.15127
O -5.95825 -3.17889 3.91399
C -5.58145 -3.83902 5.13202
C -4.14610 -4.38640 5.03644
N -4.06642 -5.52498 4.11875
C -2.69784 -5.89540 3.73787
C -1.83504 -4.83211 3.02742
O -2.26909 -4.51090 1.70354
C -3.34080 -3.58021 1.64375
H -7.30644 -3.23321 2.37838
H -6.45326 -4.75560 2.65300
H -7.75033 -4.23728 3.77218
H -6.29440 -4.61939 5.41697
H -5.60557 -3.07380 5.91474
H -3.81572 -4.70234 6.03337
H -3.50511 -3.56298 4.71037
H -4.58030 -5.30388 3.26845
H -2.78257 -6.76188 3.07302
H -2.16838 -6.24057 4.63594
H -0.83265 -5.26039 2.90976
H -1.69806 -3.92405 3.62259
H -3.29518 -2.83620 2.44375
H -4.29270 -4.11170 1.66280
H -3.28526 -3.05686 0.68522
```

Output
**Net charge**: -1
**E_LUMO**: 2.209 eV
**HOMO energy**: -4.0 eV
**HOMO-LUMO gap**: 6.19 eV

The computed Löwdin charges, all in e, follow:
1 C -0.15
2 C -0.28
3 C -0.21
4 C -0.34
5 N -0.32
6 P 0.20
7 P 0.58
8 O -0.63
9 C -0.86
10 Br 0.45
11 C -0.31
12 C -0.14
13 H 0.06
14 H 0.08
15 H 0.07
16 H 0.08
17 H 0.11
18 H 0.10
19 H 0.10
20 H 0.11
21 H 0.07
22 H 0.07
23 H -0.04
24 H -0.05
25 H 0.00
26 H -0.05
27 H -0.03
28 H 0.03
29 H 0.08
30 H 0.08
31 H 0.07
32 H 0.06
33 H 0.05
34 C -0.12
35 O -0.20
36 C -0.20
37 C -0.21
38 N -0.06
39 C -0.19
40 C -0.21
41 O -0.20
42 C -0.10
43 H 0.09
44 H 0.07
45 H 0.08
46 H 0.12
47 H 0.12
48 H 0.12
49 H 0.10
50 H 0.06
51 H 0.12
52 H 0.12
53 H 0.11
54 H 0.11
55 H 0.09
56 H 0.07
57 H 0.09
58 C -0.12
59 O -0.20
60 C -0.20
61 C -0.21
62 N -0.06
63 C -0.20
64 C -0.21
65 O -0.19
66 C -0.11
67 H 0.09
68 H 0.07
69 H 0.09
70 H 0.12
71 H 0.12
72 H 0.12
73 H 0.10
74 H 0.06
75 H 0.12
76 H 0.11
77 H 0.12
78 H 0.11
79 H 0.09
80 H 0.06
81 H 0.09


[2]
Here is a cluster of 13 separate species, C19H51N13O20 in total at a distorted geometry from the OMol25 dataset. Energies are from ωB97M-V/def2-TZVPD.

The geometry in XYZ format:
```
103
Properties=species:S:1:pos:R:3
C 3.55537 -1.70247 1.60700
N 3.51933 -2.53585 2.80913
O 3.72774 -1.91735 3.83759
O 3.40970 -3.72840 2.72848
H 2.85225 -2.18456 0.91641
H 4.55373 -1.69904 1.23731
H 3.27203 -0.68686 1.79902
C -0.43372 1.64517 4.30655
N -1.00457 2.13628 3.00758
O -1.50710 1.28579 2.25632
O -0.95880 3.32645 2.76020
H -0.35308 2.43183 5.04939
H 0.49891 1.24474 4.05375
H -1.15282 0.91429 4.60585
C 2.94357 -5.30574 -0.31457
N 1.96493 -4.93939 0.71694
O 1.69514 -5.73385 1.59786
O 1.53582 -3.79398 0.67070
H 3.63861 -6.02520 0.11170
H 3.52565 -4.45311 -0.64559
H 2.36126 -5.63588 -1.14909
C -1.84113 4.21398 -0.38607
N -2.48664 5.34267 0.34974
O -3.67754 5.34792 0.49732
O -1.71265 6.16928 0.83794
H -1.10554 4.56102 -1.04897
H -2.60698 3.79921 -1.05657
H -1.42760 3.45461 0.33837
C -3.33030 -1.62220 2.96446
N -3.16059 -1.17092 4.30133
O -3.33515 0.02354 4.49478
O -3.02437 -2.01518 5.15313
H -4.28820 -2.00768 2.93760
H -2.60449 -2.41725 2.73386
H -3.14257 -0.81361 2.31155
C -1.75389 -4.76002 0.13406
N -1.20638 -5.48322 -1.03162
O -1.93326 -5.89612 -1.91107
O -0.01321 -5.63668 -1.06057
H -1.75080 -5.48566 0.99300
H -2.74545 -4.41137 -0.08972
H -1.08792 -3.90850 0.41308
C 0.85704 -3.94773 4.84666
N 0.24255 -2.69049 4.34780
O 0.58338 -1.63478 4.79768
O -0.60730 -2.80268 3.45250
H 1.21334 -4.55061 3.97348
H 0.10093 -4.53347 5.39027
H 1.74122 -3.65391 5.38241
O 2.47518 -0.20339 -3.45547
C 3.10421 0.56834 -2.74932
N 3.56206 1.80950 -3.13695
C 3.60022 0.17910 -1.38489
H 3.27396 2.11927 -4.05914
H 3.80711 2.54875 -2.51005
H 3.43390 0.82387 -0.58272
H 4.65557 -0.13142 -1.37521
H 2.99124 -0.68808 -1.18241
O 2.71647 3.66585 -0.87537
C 2.01680 4.44700 -0.22139
N 1.71543 4.17557 1.05592
C 1.57528 5.79377 -0.72906
H 2.03315 3.34027 1.47467
H 1.20404 4.84234 1.61877
H 1.62277 5.94998 -1.80471
H 2.34949 6.51276 -0.41475
H 0.58187 5.96445 -0.34224
O 1.39084 0.81232 1.61248
C 0.62848 0.51943 0.64346
N 0.56620 1.24432 -0.45273
C -0.09755 -0.76405 0.58240
H 0.97716 2.17720 -0.45274
H -0.18529 1.10810 -1.09032
H -0.02049 -1.28972 1.56829
H 0.40570 -1.40278 -0.12076
H -1.14258 -0.76589 0.38829
O 0.12140 5.13536 -3.37337
C -0.25867 4.00061 -3.57079
N 0.24554 2.83578 -3.01849
C -1.46197 3.79643 -4.36600
H 1.16803 2.85836 -2.64659
H -0.26190 1.96703 -3.07685
H -1.13429 3.95725 -5.41650
H -2.00929 4.73466 -4.16407
H -1.97666 2.87728 -4.12651
O -2.15340 1.10894 -2.13787
C -3.33000 0.75527 -1.92058
N -3.71079 -0.53248 -1.88255
C -4.35114 1.84827 -1.80683
H -4.66995 -0.73079 -1.80161
H -3.10157 -1.30644 -1.90623
H -4.25709 2.53859 -2.65784
H -4.23226 2.48895 -0.93635
H -5.40510 1.53651 -1.81458
O -1.57572 -2.61750 -1.91612
C -0.59027 -2.33068 -2.59207
N 0.64694 -2.51928 -2.13679
C -0.67188 -1.78265 -3.95172
H 0.75386 -2.90394 -1.23835
H 1.47362 -2.21304 -2.67502
H -1.18951 -0.83315 -3.95096
H -1.18778 -2.54133 -4.55793
H 0.33820 -1.59786 -4.39049
```

Output
**Net charge**: 0
**E_LUMO**: -0.196 eV
**HOMO energy**: -9.9 eV
**HOMO-LUMO gap**: 9.65 eV

These are the Löwdin partial charges, in e, on atoms 1 to 99:
1 C 0.04
2 N -0.42
3 O 0.08
4 O 0.06
5 H 0.07
6 H 0.10
7 H 0.08
8 C 0.07
9 N -0.38
10 O 0.03
11 O 0.06
12 H 0.10
13 H 0.07
14 H 0.06
15 C 0.05
16 N -0.43
17 O 0.08
18 O -0.02
19 H 0.11
20 H 0.10
21 H 0.08
22 C 0.05
23 N -0.42
24 O 0.08
25 O 0.04
26 H 0.05
27 H 0.07
28 H 0.10
29 C 0.02
30 N -0.44
31 O 0.06
32 O 0.08
33 H 0.09
34 H 0.09
35 H 0.08
36 C 0.03
37 N -0.44
38 O 0.08
39 O 0.04
40 H 0.12
41 H 0.09
42 H 0.09
43 C 0.05
44 N -0.41
45 O 0.09
46 O 0.00
47 H 0.09
48 H 0.11
49 H 0.09
50 O 0.02
51 C -0.57
52 N 0.17
53 C -0.01
54 H 0.11
55 H 0.07
56 H 0.05
57 H 0.10
58 H 0.06
59 O -0.02
60 C -0.58
61 N 0.20
62 C 0.00
63 H 0.09
64 H 0.11
65 H 0.07
66 H 0.10
67 H 0.05
68 O -0.03
69 C -0.58
70 N 0.22
71 C 0.00
72 H 0.08
73 H 0.06
74 H 0.09
75 H 0.04
76 H 0.07
77 O 0.04
78 C -0.62
79 N 0.19
80 C -0.01
81 H 0.05
82 H 0.07
83 H 0.11
84 H 0.10
85 H 0.06
86 O -0.03
87 C -0.53
88 N 0.22
89 C -0.01
90 H 0.09
91 H 0.05
92 H 0.09
93 H 0.07
94 H 0.08
95 O 0.00
96 C -0.59
97 N 0.20
98 C 0.01
99 H 0.04